64
Properties=species:S:1:pos:R:3 method="wB97M-V/def2-TZVPD" multiplicity=1 e_tot_ha=-1512.50668 e_above_lowest_kj_mol=0.0 homo_ha=-0.3144 smiles="CC(C)(C)NC(=O)[C@@H](c1cccnc1)N(C(=O)c1ccco1)c1ccc(Cc2ccccc2)cc1" largest_force_ev_per_a=1.0
C 0.091 4.748 -0.905
C -1.106 4.747 0.050
C -2.411 4.934 -0.726
C -0.949 5.847 1.099
N -1.152 3.476 0.777
C -1.272 2.268 0.209
O -1.460 2.069 -0.976
C -1.086 1.140 1.250
C -1.813 -0.160 1.017
C -2.369 -0.557 -0.191
C -2.945 -1.815 -0.284
C -2.937 -2.632 0.833
N -2.420 -2.262 1.994
C -1.881 -1.063 2.079
N 0.361 0.876 1.348
C 1.095 1.670 2.164
O 0.585 2.566 2.825
C 2.553 1.443 2.167
C 3.437 1.068 1.186
C 4.722 1.165 1.759
C 4.527 1.593 3.040
O 3.229 1.773 3.287
C 0.848 -0.279 0.688
C 0.705 -0.398 -0.690
C 1.073 -1.571 -1.317
C 1.588 -2.638 -0.590
C 1.900 -3.931 -1.290
C 0.666 -4.478 -1.963
C -0.527 -4.572 -1.254
C -1.666 -5.067 -1.861
C -1.630 -5.474 -3.184
C -0.447 -5.383 -3.897
C 0.693 -4.886 -3.288
C 1.749 -2.498 0.782
C 1.379 -1.331 1.422
H -0.021 3.953 -1.637
H 1.014 4.587 -0.350
H 0.157 5.699 -1.426
H -2.399 5.885 -1.252
H -2.530 4.133 -1.449
H -3.259 4.919 -0.046
H -0.037 5.697 1.672
H -1.795 5.843 1.783
H -0.900 6.819 0.617
H -0.815 3.507 1.733
H -1.387 1.534 2.231
H -2.353 0.105 -1.042
H -3.381 -2.152 -1.211
H -3.365 -3.626 0.812
H -1.474 -0.804 3.049
H 3.203 0.774 0.184
H 5.656 0.948 1.285
H 5.213 1.794 3.839
H 0.285 0.419 -1.256
H 0.943 -1.670 -2.385
H 2.681 -3.770 -2.038
H 2.274 -4.661 -0.567
H -0.561 -4.250 -0.223
H -2.586 -5.136 -1.300
H -2.520 -5.860 -3.658
H -0.411 -5.698 -4.929
H 1.613 -4.816 -3.852
H 2.145 -3.319 1.363
H 1.481 -1.239 2.493